Record 1
C39H50F32N2O13S3 | ωB97M-V/def2-TZVPD

Calculated values
SMILES string: FC(F)C(F)(F)COC(F)(F)C(F)F.FC(F)C(F)(F)COC(F)(F)C(F)F.FC(F)C(F)(F)COC(F)(F)C(F)F.FC(F)C(F)(F)COC(F)(F)C(F)F.CCOS(C)(=O)=O.CCOS(C)(=O)=O.CCOS(C)(=O)=O.c1ccncc1.c1ccncc1
HOMO level (eV): -9.73
Energy above the lowest of the compared OMol25 structures with the same formula, charge and spin (kJ/mol): 473.3

Cartesian coordinates (Å):
O: -0.801 -13.081 4.619
S: -0.197 -12.971 3.255
O: 1.270 -12.898 3.074
O: -0.795 -14.216 2.349
C: -2.016 -14.838 2.751
C: -1.789 -16.090 3.587
C: -1.032 -11.549 2.477
H: -2.659 -15.124 1.920
H: -2.671 -14.149 3.285
H: -1.147 -15.953 4.457
H: -1.506 -16.966 3.003
H: -2.733 -16.346 4.067
H: -1.939 -11.376 3.056
H: -1.168 -11.842 1.436
H: -0.401 -10.664 2.391
O: -3.033 6.673 -4.838
S: -2.147 7.467 -3.975
O: -1.062 6.816 -3.186
O: -1.472 8.696 -4.905
C: -2.284 9.242 -5.914
C: -2.140 10.750 -6.017
C: -3.235 8.455 -2.810
H: -3.335 9.016 -5.737
H: -2.047 8.827 -6.894
H: -1.864 11.164 -5.047
H: -3.068 11.204 -6.366
H: -1.313 10.943 -6.701
H: -3.824 9.155 -3.403
H: -2.690 8.944 -2.003
H: -3.868 7.710 -2.327
O: 3.888 3.898 5.714
S: 2.998 2.926 5.064
O: 1.738 2.464 5.650
O: 2.803 3.290 3.429
C: 3.982 3.849 2.767
C: 3.732 4.052 1.204
C: 4.133 1.459 4.764
H: 4.974 3.419 2.911
H: 3.996 4.878 3.126
H: 3.014 4.808 0.889
H: 3.363 3.104 0.812
H: 4.677 4.275 0.708
H: 4.651 1.235 5.697
H: 4.955 1.636 4.071
H: 3.581 0.554 4.512
N: -8.947 -3.722 -0.047
C: -7.846 -3.425 -0.766
C: -6.798 -2.721 -0.239
C: -6.888 -2.221 1.004
C: -8.041 -2.389 1.761
C: -9.043 -3.190 1.192
H: -7.839 -3.606 -1.831
H: -5.893 -2.597 -0.814
H: -6.098 -1.648 1.466
H: -8.016 -1.978 2.760
H: -10.029 -3.237 1.631
N: -2.780 5.643 2.275
C: -1.547 6.201 2.416
C: -1.276 7.348 3.108
C: -2.385 7.995 3.707
C: -3.705 7.481 3.504
C: -3.827 6.333 2.743
H: -0.755 5.583 2.019
H: -0.269 7.734 3.056
H: -2.362 8.951 4.209
H: -4.585 7.958 3.909
H: -4.762 5.803 2.630
C: -0.379 -2.152 1.048
C: -0.902 -3.645 0.812
C: 0.037 -4.444 -0.122
F: 1.281 -4.537 0.404
F: -0.444 -5.671 -0.446
F: -1.064 -4.295 1.930
F: -2.104 -3.641 0.243
O: -0.522 -1.333 -0.115
C: -1.007 -0.018 0.065
C: -0.929 0.728 -1.283
F: 0.357 0.926 -1.659
F: -1.618 0.162 -2.264
F: -2.187 0.046 0.592
F: -0.130 0.578 0.886
H: 0.688 -2.115 1.270
H: -0.937 -1.762 1.898
H: 0.107 -3.901 -1.065
H: -1.406 1.708 -1.253
C: -4.991 -4.627 5.254
C: -5.171 -6.135 5.292
C: -5.501 -6.694 6.736
F: -6.408 -6.016 7.458
F: -5.879 -7.991 6.593
F: -6.209 -6.391 4.502
F: -4.154 -6.745 4.790
O: -3.768 -4.300 5.877
C: -3.635 -2.966 6.308
C: -4.086 -2.930 7.836
F: -3.696 -1.803 8.439
F: -5.308 -3.202 8.194
F: -2.313 -2.709 6.261
F: -4.134 -2.063 5.426
H: -5.868 -4.171 5.713
H: -4.935 -4.328 4.207
H: -4.597 -6.739 7.344
H: -3.520 -3.639 8.440
C: 7.589 -1.560 -0.607
C: 6.270 -1.168 -1.288
C: 5.826 -2.229 -2.354
F: 4.586 -2.021 -2.858
F: 6.711 -2.407 -3.334
F: 5.286 -1.016 -0.342
F: 6.381 0.063 -1.728
O: 8.673 -1.683 -1.503
C: 9.825 -0.882 -1.290
C: 9.579 0.624 -1.562
F: 9.049 0.732 -2.782
F: 8.798 1.261 -0.710
F: 10.343 -0.973 -0.040
F: 10.754 -1.411 -2.080
H: 7.376 -2.477 -0.058
H: 7.786 -0.909 0.245
H: 5.684 -3.170 -1.824
H: 10.486 1.230 -1.547
C: 2.867 7.121 -9.017
C: 3.538 6.964 -10.456
C: 4.895 7.672 -10.650
F: 4.867 8.979 -10.570
F: 5.869 7.290 -9.812
F: 3.722 5.687 -10.745
F: 2.661 7.340 -11.421
O: 3.584 6.699 -7.922
C: 3.240 5.505 -7.292
C: 4.309 5.013 -6.272
F: 5.487 4.588 -6.789
F: 4.564 5.944 -5.354
F: 2.074 5.771 -6.786
F: 3.142 4.550 -8.261
H: 1.889 6.639 -9.007
H: 2.682 8.177 -8.820
H: 5.246 7.541 -11.673
H: 3.862 4.190 -5.715

Löwdin atomic charge list, values in e, 8 entries: -0.335 0.711 -0.303 -0.267 -0.288 -0.074 -0.108 0.120

---

Record 2
C39H50N7P2SeTeZr | ωB97M-V/def2-TZVPD

Calculated values
HOMO level (eV): -7.71
Energy above the lowest of the compared OMol25 structures with the same formula, charge and spin (kJ/mol): 180.3
Net charge: +1

Cartesian coordinates (Å):
Zr: 0.116 -0.222 -0.258
C: 4.028 1.031 -0.311
C: 3.927 0.557 1.152
C: 2.534 0.662 1.835
N: 1.441 1.081 0.953
C: 1.421 2.419 0.733
C: 2.392 3.283 1.255
C: 2.603 4.655 1.150
C: 1.910 5.616 0.455
C: 0.783 5.372 -0.316
C: 0.097 4.197 -0.531
C: 0.288 2.870 -0.075
N: -0.554 1.895 -0.397
C: -1.801 2.277 -1.051
C: -2.602 1.060 -1.460
C: -1.958 0.428 -2.677
N: -0.621 -0.046 -2.335
C: 0.186 -0.436 -3.310
C: 0.039 -0.082 -4.668
C: 0.565 -0.647 -5.807
C: 1.311 -1.815 -5.933
C: 1.822 -2.547 -4.885
C: 1.893 -2.210 -3.537
C: 1.377 -1.124 -2.830
N: 1.745 -0.789 -1.559
C: 3.106 -1.199 -1.161
C: 4.196 -0.138 -1.274
H: 3.139 1.577 -0.618
H: 4.860 1.727 -0.426
H: 4.222 -0.492 1.186
H: 4.664 1.068 1.775
H: 2.282 -0.287 2.299
H: 2.571 1.348 2.684
H: 3.169 2.811 1.833
H: 3.473 5.006 1.694
H: 2.276 6.633 0.500
H: 0.366 6.233 -0.827
H: -0.764 4.330 -1.165
H: -2.374 2.923 -0.377
H: -1.611 2.851 -1.965
H: -2.668 0.347 -0.624
H: -3.628 1.348 -1.692
H: -2.541 -0.420 -3.049
H: -1.940 1.182 -3.469
H: -0.640 0.743 -4.845
H: 0.283 -0.158 -6.732
H: 1.485 -2.185 -6.935
H: 2.294 -3.490 -5.134
H: 2.430 -2.936 -2.939
H: 3.072 -1.550 -0.135
H: 3.427 -2.052 -1.753
H: 5.135 -0.656 -1.046
H: 4.275 0.208 -2.308
C: -2.774 2.798 2.595
P: -1.353 1.667 2.889
C: -0.399 2.689 4.078
C: -2.148 0.426 3.988
C: -3.141 -0.404 3.174
P: -2.409 -1.374 1.778
C: -2.015 -2.929 2.663
C: -3.968 -1.898 0.968
H: -3.295 3.062 3.518
H: -3.490 2.355 1.901
H: -2.399 3.714 2.135
H: -1.011 3.060 4.903
H: 0.031 3.539 3.546
H: 0.426 2.104 4.486
H: -2.658 0.910 4.827
H: -1.366 -0.213 4.411
H: -3.909 0.248 2.747
H: -3.670 -1.118 3.812
H: -2.927 -3.326 3.112
H: -1.281 -2.756 3.449
H: -1.613 -3.672 1.974
H: -4.694 -2.191 1.729
H: -3.779 -2.746 0.312
H: -4.394 -1.087 0.374
Se: 2.362 -5.078 -0.758
N: 1.176 -5.275 -2.137
C: 0.126 -4.486 -1.948
C: -1.030 -4.399 -2.735
C: -1.984 -3.415 -2.436
C: -1.790 -2.507 -1.436
N: -0.650 -2.541 -0.643
C: 0.156 -3.574 -0.820
N: 1.127 -3.886 0.087
H: -1.177 -5.094 -3.549
H: -2.897 -3.362 -3.017
H: -2.504 -1.734 -1.208
Te: 1.262 -2.553 1.585
C: 3.271 -2.801 2.173
C: 3.463 -2.569 3.536
C: 4.732 -2.658 4.089
C: 5.808 -3.018 3.291
C: 5.610 -3.280 1.944
C: 4.350 -3.163 1.375
H: 2.621 -2.329 4.176
H: 4.872 -2.470 5.145
H: 6.796 -3.107 3.722
H: 6.444 -3.578 1.321
H: 4.230 -3.380 0.320

Löwdin atomic charge list, values in e, 8 entries: 1.638 -0.184 -0.143 -0.256 -0.159 -0.264 -0.005 -0.044

---

Record 3
C39H51BrNO13PSi2 | ωB97M-V/def2-TZVPD

Calculated values
SMILES string: C#CC[C@@]1(CCOC=O)OC(=O)[C@@](CCO[Si](C)(C)C)(P(O)Br)[C@]1(CN)CCO[Si](C)(C)C.O=C1C=CC(=O)C=C1.O=C1C=CC(=O)C=C1.O=C1C=CC(=O)C=C1
HOMO level (eV): -8.74

Cartesian coordinates (Å):
C: -0.082 6.056 -1.315
C: 0.234 5.125 -2.350
C: 0.397 3.981 -3.504
C: -0.213 2.504 -3.136
C: -1.820 2.741 -2.996
C: -2.376 3.133 -1.513
O: -3.637 3.889 -1.671
C: -4.772 2.929 -1.691
O: -5.021 2.069 -2.705
O: -0.136 1.852 -4.490
C: -0.300 0.403 -4.345
O: -0.629 -0.379 -5.374
C: 0.046 0.002 -2.756
C: -1.390 -0.602 -2.281
C: -1.339 -1.665 -1.025
O: -2.684 -1.812 -0.457
Si: -2.747 -1.512 1.266
C: -1.231 -2.117 2.281
C: -3.141 0.324 1.758
C: -4.277 -2.552 1.930
P: 1.223 -1.471 -3.037
O: 0.210 -2.777 -3.691
Br: 2.133 -2.278 -1.114
C: 0.603 1.449 -2.192
C: 2.226 1.370 -2.381
N: 3.012 2.622 -2.126
C: 0.334 1.332 -0.591
C: 0.903 2.552 0.341
O: 0.194 2.424 1.658
Si: 1.315 2.593 3.000
C: 0.424 2.979 4.686
C: 2.301 0.934 3.289
C: 2.554 4.055 2.705
H: -0.503 6.753 -0.442
H: 1.537 3.960 -3.853
H: -0.194 4.378 -4.462
H: -2.106 3.652 -3.713
H: -2.492 1.838 -3.392
H: -1.586 3.648 -0.816
H: -2.672 2.114 -0.965
H: -5.552 2.876 -0.789
H: -2.216 0.180 -2.008
H: -1.824 -1.218 -3.207
H: -0.512 -1.306 -0.281
H: -1.003 -2.754 -1.379
H: -1.154 -3.280 2.180
H: -1.396 -1.746 3.403
H: -0.292 -1.528 1.880
H: -2.721 0.478 2.862
H: -4.322 0.453 1.869
H: -2.683 1.123 1.019
H: -4.573 -2.091 2.963
H: -5.151 -2.617 1.152
H: -3.829 -3.636 2.146
H: 0.357 -2.742 -4.701
H: 2.653 0.566 -1.608
H: 2.469 1.066 -3.511
H: 2.468 3.423 -1.761
H: 3.628 2.861 -2.932
H: -0.802 1.201 -0.274
H: 0.902 0.348 -0.221
H: 2.070 2.481 0.446
H: 0.659 3.632 -0.038
H: 1.130 2.514 5.525
H: -0.614 2.449 4.805
H: 0.381 4.144 4.933
H: 2.287 0.633 4.442
H: 1.774 0.126 2.614
H: 3.420 1.155 2.966
H: 1.967 4.974 2.264
H: 3.337 3.656 1.910
H: 3.053 4.301 3.741
C: 5.698 -3.964 -4.663
C: 6.513 -5.022 -4.626
C: 6.200 -6.203 -3.798
O: 6.947 -7.171 -3.762
C: 4.950 -6.169 -3.012
C: 4.135 -5.111 -3.049
C: 4.448 -3.930 -3.877
O: 3.701 -2.962 -3.913
H: 5.913 -3.089 -5.265
H: 7.433 -5.062 -5.197
H: 4.735 -7.044 -2.411
H: 3.215 -5.071 -2.478
C: -6.272 -0.561 -2.427
C: -6.328 -0.784 -1.111
C: -7.352 -1.675 -0.528
O: -7.406 -1.879 0.677
C: -8.309 -2.309 -1.457
C: -8.252 -2.085 -2.773
C: -7.229 -1.195 -3.355
O: -7.175 -0.991 -4.560
H: -5.528 0.090 -2.871
H: -5.633 -0.327 -0.417
H: -9.053 -2.960 -1.013
H: -8.947 -2.543 -3.467
C: 4.663 0.505 7.978
C: 4.910 -0.455 8.874
C: 4.880 -1.882 8.496
O: 5.104 -2.761 9.316
C: 4.568 -2.206 7.090
C: 4.321 -1.245 6.194
C: 4.351 0.181 6.572
O: 4.127 1.061 5.752
H: 4.681 1.556 8.239
H: 5.142 -0.234 9.909
H: 4.550 -3.257 6.829
H: 4.089 -1.467 5.159

Löwdin atomic charge list, values in e, 8 entries: 0.063 -0.074 -0.120 -0.282 -0.062 -0.166 -0.127 -0.087

---

Record 4
C39H51ClF6NO12PS | ωB97M-V/def2-TZVPD

Calculated values
SMILES string: C[C@@H](O)COc1c(CCCS)c(CCCCCN)c2c(c1P(O)Cl)C(=O)c1c(ccc(CCO)c1CCCC(=O)O)C2=O.CCOC(=O)C(F)(F)F.CCOC(=O)C(F)(F)F
HOMO level (eV): -8.95

Cartesian coordinates (Å):
C: -0.441 0.708 4.980
C: -1.865 1.035 4.539
O: -2.726 0.260 5.375
C: -2.085 2.546 4.646
O: -2.817 3.187 3.588
C: -2.493 2.858 2.296
C: -3.561 2.352 1.509
C: -4.977 2.352 2.064
C: -5.382 1.709 3.389
C: -5.444 0.188 3.403
S: -6.406 -0.286 4.875
C: -3.303 1.990 0.177
C: -4.370 1.458 -0.753
C: -4.133 0.031 -1.334
C: -3.086 -0.834 -0.641
C: -3.451 -1.155 0.830
C: -3.953 -2.596 1.047
N: -5.415 -2.749 1.054
C: -2.004 2.168 -0.335
C: -0.962 2.703 0.438
C: -1.207 3.075 1.784
P: -0.003 3.881 2.961
O: 0.385 5.249 2.186
Cl: 1.668 2.647 2.751
C: 0.363 2.877 -0.257
O: 1.051 3.853 -0.085
C: 0.732 1.814 -1.237
C: -0.324 1.298 -1.991
C: -0.097 0.313 -2.942
C: 1.202 -0.134 -3.141
C: 2.283 0.395 -2.426
C: 3.690 -0.061 -2.729
C: 3.823 -1.516 -3.161
O: 3.211 -2.417 -2.248
C: 2.050 1.378 -1.440
C: 3.219 1.911 -0.653
C: 4.047 2.941 -1.433
C: 5.515 3.046 -0.961
C: 5.694 2.647 0.484
O: 5.494 3.381 1.401
O: 6.041 1.326 0.688
C: -1.675 1.865 -1.763
O: -2.412 2.101 -2.691
H: 0.277 1.117 4.267
H: -0.242 1.207 5.932
H: -0.314 -0.363 5.106
H: -1.976 0.672 3.511
H: -3.436 0.794 5.742
H: -1.120 3.026 4.793
H: -2.650 2.758 5.557
H: -5.221 3.413 2.186
H: -5.674 1.978 1.323
H: -6.406 2.052 3.572
H: -4.803 2.070 4.230
H: -4.471 -0.290 3.437
H: -6.008 -0.159 2.537
H: -5.940 -1.528 5.031
H: -5.354 1.493 -0.307
H: -4.410 2.140 -1.600
H: -5.086 -0.501 -1.294
H: -3.896 0.128 -2.393
H: -2.076 -0.437 -0.729
H: -3.076 -1.788 -1.177
H: -4.282 -0.498 1.091
H: -2.594 -0.955 1.472
H: -3.580 -2.922 2.020
H: -3.519 -3.259 0.296
H: -5.750 -2.976 1.980
H: -5.887 -1.897 0.782
H: -0.016 5.284 1.309
H: -0.920 -0.092 -3.516
H: 1.397 -0.885 -3.897
H: 4.044 0.551 -3.568
H: 4.363 0.144 -1.903
H: 3.464 -1.670 -4.181
H: 4.882 -1.774 -3.175
H: 2.308 -2.582 -2.532
H: 3.849 1.068 -0.372
H: 2.886 2.357 0.279
H: 4.043 2.666 -2.489
H: 3.568 3.917 -1.380
H: 5.855 4.078 -1.040
H: 6.173 2.444 -1.588
H: 6.989 1.182 0.559
C: 12.024 -0.792 -0.055
C: 11.632 0.521 -0.692
O: 10.542 0.346 -1.627
C: 9.332 0.298 -1.108
O: 9.026 0.391 0.046
C: 8.280 0.160 -2.226
F: 8.634 -0.735 -3.149
F: 8.124 1.348 -2.832
F: 7.118 -0.203 -1.700
H: 12.266 -1.530 -0.821
H: 12.895 -0.649 0.582
H: 11.213 -1.191 0.553
H: 12.446 0.927 -1.287
H: 11.353 1.265 0.053
C: -4.729 -7.794 -3.146
C: -4.578 -6.699 -2.114
O: -4.902 -5.407 -2.668
C: -6.191 -5.108 -2.720
O: -7.108 -5.786 -2.368
C: -6.365 -3.681 -3.279
F: -5.591 -3.477 -4.352
F: -6.020 -2.795 -2.339
F: -7.628 -3.465 -3.628
H: -4.126 -7.572 -4.027
H: -4.403 -8.746 -2.729
H: -5.766 -7.892 -3.463
H: -3.544 -6.612 -1.786
H: -5.196 -6.883 -1.237

Löwdin atomic charge list, values in e, 8 entries: -0.044 -0.395 -0.047 -0.170 -0.074 -0.232 -0.051 -0.110

---

Ordered gap between HOMO and LUMO results: 9.81; 4.60; 6.92; 8.29; unit eV.
Ordered E_LUMO results: 0.0029; -0.1144; -0.0671; -0.0242; unit Ha.